Entry 1:
Below is one molecule with the formula C2H4N4O in a non-equilibrium geometry, with properties calculated with ωB97M-V with the def2-TZVPD basis set.

Its HOMO-LUMO gap is 10.1 eV.

Last column: Löwdin charge in e.
CARTESIAN COORDINATES (ANGSTROEM)
N  -2.03481  0.39053  -0.06195  -0.034
N  -0.94144  -0.14141  0.68576  -0.092
C  0.27607  -0.21990  0.00240  -0.376
C  1.58457  -0.24752  0.54346  -0.069
N  2.47035  0.10543  -0.42294  0.075
O  1.71149  0.01132  -1.47472  -0.139
N  0.34627  -0.12755  -1.30578  0.141
H  -1.83301  0.94190  -0.84074  0.033
H  -2.61322  -0.54943  -0.26141  0.144
H  -1.01743  0.45588  1.63015  0.187
H  2.05117  -0.61924  1.50578  0.130

***

Entry 2:
Below is one molecule with the formula C2H4N4O2 in a non-equilibrium geometry, with properties calculated with ωB97M-V with the def2-TZVPD basis set.

Its HOMO-LUMO gap is 8.5 eV.

Last column: Löwdin charge in e.
CARTESIAN COORDINATES (ANGSTROEM)
H  -3.11486  -0.32388  -0.06123  0.099
N  -2.36593  0.49313  -0.20264  0.104
C  -1.22805  -0.10202  0.03982  -0.474
N  -0.88494  -1.43830  0.21673  0.103
C  0.44597  -1.46836  0.20284  -0.122
N  0.99594  -0.40120  -0.31927  -0.247
O  2.20143  -0.01788  -0.17867  0.066
N  0.00212  0.56613  -0.37821  -0.008
O  0.29333  1.82039  0.47423  -0.087
H  1.00909  -2.40170  0.58045  0.171
H  2.00707  0.54036  0.68231  0.178
H  0.60264  2.64912  -0.23823  0.219

***

Entry 3:
Below is a 2-piece molecular cluster, C2H4N4O2 overall in a non-equilibrium geometry, with properties calculated with ωB97M-V with the def2-TZVPD basis set.

Its HOMO-LUMO gap (alpha / beta) is 8.3 / 7.7 eV.

Last column: Löwdin charge in e.
CARTESIAN COORDINATES (ANGSTROEM)
C  -1.61192  -0.19629  -0.44407  -0.180
C  0.54671  -0.11524  0.15684  -0.361
N  -1.04916  -1.51154  -0.22222  0.038
N  0.13823  -1.44142  0.09181  0.060
N  -0.46569  0.66946  -0.28647  0.090
N  1.90536  0.33203  0.09088  -0.392
O  2.79574  -0.46810  0.21334  0.096
O  2.02994  1.52641  -0.12086  0.068
H  -2.06274  -0.15259  -1.44262  0.127
H  -2.39379  -0.01137  0.30705  0.128
H  0.57310  -0.28832  2.12133  0.176
H  -0.40579  1.65697  -0.46501  0.150

***

Energy values, unit a.u., following the record order: -372.70828 -447.88373 -447.85245.
Energy above the lowest of the compared OMol25 structures with the same formula, charge and spin values, unit eV, following the record order: 5.226 5.950 6.802.